a | Below is 2 unconnected molecules or ions with the total composition C2H4NO2, with properties calculated with ωB97M-V/def2-TZVPD.

```
9
C2H4NO2 | the Open Molecules 2025 dataset | ωB97M-V/def2-TZVPD
O -1.048 2.114 -0.532
C -0.114 1.481 0.068
N 0.948 0.846 -0.431
C -0.158 -1.568 0.298
O -0.489 -2.763 0.455
H -0.157 1.248 1.147
H 0.995 0.841 -1.472
H -0.031 -0.918 1.196
H 0.055 -1.282 -0.728
```

The value obtained for the frontier orbital gap is 0.2818 Eh. The lowest unoccupied orbital energy comes out at 4.14 eV. Its multiplicity is 1. Its net charge is -1.

b | Below is a gas-phase ion, C2H4NO2 (charge -1), with properties calculated with ωB97M-V/def2-TZVPD.

```
9
C2H4NO2 | the Open Molecules 2025 dataset | ωB97M-V/def2-TZVPD
C 1.732 -0.161 -0.263
N 0.408 -0.594 -0.715
C -0.632 0.066 0.178
O -0.245 1.018 0.896
O -1.795 -0.409 0.109
H 1.888 0.887 -0.478
H 2.501 -0.751 -0.810
H 1.924 -0.376 0.778
H -0.147 0.136 -1.257
```

The value obtained for the frontier orbital gap is 0.3029 Eh. The lowest unoccupied orbital energy comes out at 4.44 eV. Its multiplicity is 1. Its SMILES is CNC(=O)[O-]. Its net charge is -1.

Which structure loses on stability? a does.

a | Below is a single C7H10O molecule, with properties calculated with ωB97M-V/def2-TZVPD.

```
18
C7H10O | the Open Molecules 2025 dataset | ωB97M-V/def2-TZVPD
C 1.574 -1.029 0.174
C 1.622 0.241 -0.411
C 0.360 1.016 -0.091
C -0.622 0.587 -1.174
C -1.290 -0.655 -0.580
C -0.703 -0.725 0.899
C -0.244 0.600 1.209
O 0.490 -1.508 0.928
H 2.479 -1.559 0.048
H 2.518 0.605 -0.974
H 0.456 2.114 -0.016
H -1.357 1.402 -1.436
H -0.126 0.321 -2.126
H -1.174 -1.583 -1.132
H -2.374 -0.610 -0.473
H -1.349 -1.133 1.727
H 0.647 0.542 1.852
H -0.905 1.372 1.576
```

The value obtained for the frontier orbital gap is 0.3420 Eh. The lowest unoccupied orbital energy comes out at 1.01 eV. Its multiplicity is 1. Its SMILES is C1=C[C@H]2CC[C@H](C2)O1. Its net charge is 0.

b | Below is a single C7H10O molecule, with properties calculated with ωB97M-V/def2-TZVPD.

```
18
C7H10O | the Open Molecules 2025 dataset | ωB97M-V/def2-TZVPD
C -2.430 -0.265 -0.371
C -1.268 0.029 0.166
C -0.699 1.541 0.114
C 0.952 1.636 0.114
C 1.828 0.324 -0.318
C 0.910 -0.846 -0.494
O 0.583 -2.068 0.211
C -0.080 -0.822 0.594
H -2.867 -1.273 -0.162
H -3.152 0.500 -0.681
H -1.058 1.895 1.042
H -1.294 2.091 -0.607
H 1.233 2.089 1.121
H 1.189 2.431 -0.668
H 2.555 0.580 -1.077
H 2.479 0.095 0.512
H 0.571 -1.053 -1.553
H 0.415 -0.393 1.553
```

The value obtained for the frontier orbital gap is 0.3699 Eh. The lowest unoccupied orbital energy comes out at 1.00 eV. Its multiplicity is 1. Its SMILES is C=C1CCC[C@H]2O[C@H]12. Its net charge is 0.

c | Below is a single C7H10O molecule, with properties calculated with ωB97M-V/def2-TZVPD.

```
18
C7H10O | the Open Molecules 2025 dataset | ωB97M-V/def2-TZVPD
C 0.762 -0.748 -1.376
C 1.442 0.453 -1.356
C 1.144 1.594 -0.413
C 0.201 0.854 0.476
O -0.725 1.226 1.448
C -1.459 -0.063 1.560
C -1.227 -1.155 0.512
C -0.305 -1.399 -0.487
H 1.110 -1.418 -2.159
H 2.307 0.527 -2.003
H 2.065 1.881 0.055
H 0.570 2.523 -0.857
H -0.481 0.438 -0.322
H 0.935 0.090 0.940
H -2.609 0.170 1.547
H -1.260 -0.477 2.519
H -1.929 -1.981 0.679
H -0.541 -2.516 -0.763
```

The value obtained for the frontier orbital gap is 0.3392 Eh. The lowest unoccupied orbital energy comes out at 0.60 eV. Its multiplicity is 1. Its SMILES is C1=C\CCOC\C=C/1. Its net charge is 0.

d | Below is a single C7H10O molecule, with properties calculated with ωB97M-V/def2-TZVPD.

```
18
C7H10O | the Open Molecules 2025 dataset | ωB97M-V/def2-TZVPD
C 2.094 -0.262 0.721
C 0.463 -0.251 0.348
C -0.160 1.100 0.639
C -1.193 1.061 -0.772
C -1.636 -0.406 -0.582
C -0.792 -1.021 0.479
C -0.604 -0.017 -1.659
O 0.649 -0.258 -1.200
H 2.443 0.158 1.833
H 2.792 -1.353 0.960
H 2.783 0.338 -0.179
H 0.628 1.933 0.542
H -0.672 1.336 1.518
H -1.851 1.921 -1.084
H -2.475 -0.965 -0.403
H -0.506 -2.050 -0.036
H -1.221 -0.899 1.547
H -0.741 -0.365 -2.671
```

The value obtained for the frontier orbital gap is 0.3657 Eh. The lowest unoccupied orbital energy comes out at 0.92 eV. Its multiplicity is 1. Its SMILES is C[C@]12C[C@@H]3[C@H](C1)[C@@H]3O2. Its net charge is 0.

Which structure loses on stability? d does.

a | Below is a single C7H10O molecule, with properties calculated with ωB97M-V/def2-TZVPD.

```
18
C7H10O | the Open Molecules 2025 dataset | ωB97M-V/def2-TZVPD
C 2.803 0.903 0.153
C 2.327 -0.562 -0.061
C 0.918 -0.979 -0.175
C -0.316 -0.384 0.028
C -0.591 1.123 0.137
C -1.922 1.082 -0.243
C -2.411 -0.218 0.032
O -1.415 -1.131 0.184
H 2.214 1.423 1.043
H 3.893 1.006 -0.272
H 2.131 1.324 -0.691
H 2.856 -0.891 -0.864
H 2.873 -1.140 0.680
H 1.201 -2.083 -0.265
H 0.109 1.997 -0.005
H -2.561 2.026 -0.263
H -3.267 -0.164 0.826
H -2.967 -0.233 -0.883
```

The value obtained for the frontier orbital gap is 0.3091 Eh. The lowest unoccupied orbital energy comes out at 0.83 eV. Its multiplicity is 1. Its SMILES is CC/C=C1\C=CCO1. Its net charge is 0.

b | Below is a single C7H10O molecule, with properties calculated with ωB97M-V/def2-TZVPD.

```
18
C7H10O | the Open Molecules 2025 dataset | ωB97M-V/def2-TZVPD
C -2.678 -1.213 0.099
C -1.586 -0.430 0.363
C -1.123 0.618 -0.532
O -0.412 1.694 0.212
C 0.400 0.897 -0.746
C 1.522 0.011 -0.025
C 1.560 0.110 1.334
C 2.157 -1.233 -0.675
H -3.559 -1.312 -0.826
H -2.797 -2.024 0.810
H -0.967 -0.570 1.308
H -1.638 1.053 -1.348
H 0.718 1.322 -1.738
H 0.992 0.901 1.983
H 2.077 -0.758 1.847
H 2.819 -0.963 -1.478
H 2.723 -1.940 0.052
H 1.424 -1.823 -1.212
```

The value obtained for the frontier orbital gap is 0.3723 Eh. The lowest unoccupied orbital energy comes out at 1.01 eV. Its multiplicity is 1. Its SMILES is C=C[C@H]1O[C@H]1C(=C)C. Its net charge is 0.

Which structure loses on stability? a does.

a | Below is 4 unconnected molecules or ions with the total composition CH11N2O3, with properties calculated with ωB97M-V/def2-TZVPD.

```
17
CH11N2O3 | the Open Molecules 2025 dataset | ωB97M-V/def2-TZVPD
N 0.716 -0.300 -0.589
C 0.565 0.794 -1.266
N -0.650 1.185 -1.667
H -0.057 -0.919 -0.323
H 1.599 -0.368 0.077
H 1.424 1.515 -1.487
H -0.902 2.097 -1.955
H -1.475 0.590 -1.323
H 3.973 -0.670 0.952
H 3.300 -1.826 0.787
O 3.044 -0.873 0.927
H -3.065 -1.211 -0.932
H -2.338 -0.785 0.339
O -2.347 -0.637 -0.629
H -1.518 -0.107 2.771
H -1.105 1.194 2.295
O -1.165 0.321 2.022
```

The value obtained for the frontier orbital gap is 0.4367 Eh. The lowest unoccupied orbital energy comes out at -2.68 eV. Its multiplicity is 1. Its net charge is +1.

b | Below is 4 unconnected molecules or ions with the total composition CH11N2O3, with properties calculated with ωB97M-V/def2-TZVPD.

```
17
CH11N2O3 | the Open Molecules 2025 dataset | ωB97M-V/def2-TZVPD
N 0.086 -0.565 -0.259
C 0.302 -1.566 -1.064
N 1.477 -1.837 -1.619
H 0.753 -0.216 0.411
H -0.863 -0.447 0.102
H -0.520 -2.181 -1.424
H 1.537 -2.794 -1.933
H 2.345 -1.525 -1.177
H -2.289 0.113 2.118
H -3.067 0.341 0.806
O -2.187 0.195 1.165
H 4.535 -0.563 0.054
H 3.449 0.502 0.193
O 3.584 -0.458 0.200
H -3.226 4.208 1.349
H -3.006 3.442 0.058
O -2.909 3.352 1.017
```

The value obtained for the frontier orbital gap is 0.3941 Eh. The lowest unoccupied orbital energy comes out at -3.36 eV. Its multiplicity is 1. Its net charge is +1.

c | Below is 4 unconnected molecules or ions with the total composition CH11N2O3, with properties calculated with ωB97M-V/def2-TZVPD.

```
17
CH11N2O3 | the Open Molecules 2025 dataset | ωB97M-V/def2-TZVPD
N -0.750 -0.342 -0.608
C -0.140 0.377 -1.516
N 0.294 1.603 -1.285
H -0.962 0.110 0.270
H -1.190 -1.248 -0.857
H 0.105 -0.015 -2.494
H 0.364 2.227 -2.071
H 0.247 1.910 -0.253
H -0.785 -3.302 -0.209
H -2.136 -3.540 -1.078
O -1.509 -2.922 -0.698
H 0.617 2.655 1.905
H 0.651 1.150 1.691
O 0.337 1.987 1.281
H 1.355 -1.184 2.314
H 2.522 -0.275 2.293
O 1.569 -0.270 2.065
```

The value obtained for the frontier orbital gap is 0.4318 Eh. The lowest unoccupied orbital energy comes out at -2.88 eV. Its multiplicity is 1. Its net charge is +1.

Which structure loses on stability? a does.